[1]
Below is a 2-piece molecular cluster, C4H10NP overall in a non-equilibrium geometry, with properties calculated with ωB97M-V/def2-TZVPD.

Structure (XYZ):
```
16
Properties=species:S:1:pos:R:3:forces:R:3:mulliken_charge:R:1
P -3.374646 -0.293944 0.276799 -0.8 0.0 -0.1 0.050
N -2.178916 -0.070498 -0.704700 2.0 0.2 2.3 -0.282
C 0.797097 -1.146314 -0.634143 -0.3 1.2 -0.4 -1.371
C -0.807485 0.000442 0.923086 -2.2 2.8 -3.2 -1.260
C 0.936966 1.411589 -0.257931 -0.3 -2.1 0.6 -1.460
C 0.585247 0.032701 0.430277 0.3 -0.1 -1.7 0.663
H 1.237649 2.178970 0.446132 -0.3 0.2 -0.1 0.377
H -1.277701 0.955434 1.233151 0.8 -0.6 0.1 0.392
H 1.727501 1.157198 -0.930177 1.0 0.3 -0.3 0.399
H 1.808507 -1.550500 -0.694504 0.1 0.3 0.3 0.375
H -1.273069 -0.799175 1.379120 -0.1 -1.9 1.2 0.622
H 1.196195 -0.098305 1.333483 0.2 -0.2 -0.2 0.349
H 0.135538 -1.945269 -0.355435 -0.3 -0.6 0.0 0.423
H 0.115794 1.617071 -0.920946 -0.6 0.7 0.1 0.379
H 0.508607 -0.836577 -1.703033 0.2 -0.1 1.8 0.309
H -4.517231 -0.200650 -0.605007 0.2 -0.1 -0.1 0.034
```
Forces are in eV/Å.


[2]
Below is one molecule with the formula C4H10NP in a non-equilibrium geometry, with properties calculated with ωB97M-V/def2-TZVPD.

Structure (XYZ):
```
16
Properties=species:S:1:pos:R:3:forces:R:3:mulliken_charge:R:1
P 1.458853 0.551278 -0.034495 2.5 1.5 -1.2 0.424
N 1.861098 1.764310 0.779770 -0.2 -1.0 0.0 -0.599
C 2.334439 -1.060304 -0.400341 0.1 1.2 1.3 -0.902
C -1.492212 0.327335 0.738865 -1.1 -0.5 -3.4 -0.014
C -0.408506 -0.440540 0.783063 -0.4 0.6 3.6 -1.019
C -2.421056 0.607846 -0.444911 1.6 1.8 2.1 -1.132
H 0.080337 -0.403786 1.794562 -0.3 -0.4 -1.1 0.327
H 1.451450 -1.664484 -0.417160 0.1 -1.3 0.2 0.292
H -3.394953 0.914602 -0.088882 -0.2 0.0 -0.1 0.333
H 3.123957 -1.260720 0.358500 -0.9 -0.3 -0.5 0.272
H 2.738074 -1.029456 -1.402175 0.2 0.3 -0.2 0.369
H -1.938261 1.475194 -0.958059 -0.5 -0.4 0.2 0.274
H -2.478742 -0.163813 -1.115780 -0.2 -2.0 -1.7 0.387
H -0.340754 -1.331427 0.275261 0.4 -1.7 -1.6 0.542
H 1.105093 0.763203 -1.384268 -0.9 0.0 -0.1 0.050
H -1.678812 0.950756 1.516047 -0.3 2.0 2.3 0.397
```
Forces are in eV/Å.


[3]
Below is an isolated ion of composition C4H10NS and charge -1 in a non-equilibrium geometry, with properties calculated with ωB97M-V/def2-TZVPD.

Structure (XYZ):
```
16
Properties=species:S:1:pos:R:3:forces:R:3:mulliken_charge:R:1
S 0.595977 2.573372 -1.627931 -0.3 -0.2 0.2 -0.685
N 0.361728 -0.430516 0.744606 0.0 0.0 -0.2 -0.491
C -0.654127 -0.664187 -0.291173 -0.2 -0.5 0.5 -0.260
C 0.530134 2.037132 0.141523 0.5 0.5 -0.7 -0.616
C -1.015124 -2.153257 -0.377640 0.0 0.7 -0.3 -1.264
C 1.238746 0.700715 0.398917 -0.2 -0.2 0.5 -0.642
H 1.958726 0.825798 1.216778 0.0 -0.2 0.0 0.311
H -1.814926 -2.280172 -1.102319 -0.3 -0.1 -0.1 0.376
H -1.382977 -2.485020 0.599514 0.3 -0.3 -0.2 0.277
H 1.794788 0.395582 -0.481569 0.1 0.1 -0.2 0.372
H -0.139294 -0.212986 1.598194 0.2 0.0 0.1 0.261
H -0.495568 1.984980 0.531139 0.1 0.1 -0.1 0.212
H -0.303376 -0.255029 -1.235223 0.0 0.0 -0.1 0.353
H -1.572636 -0.133224 -0.029032 -0.1 0.2 -0.3 0.241
H 1.071716 2.831091 0.665840 -0.2 -0.1 0.3 0.231
H -0.173787 -2.734279 -0.751625 0.1 -0.2 0.4 0.325
```
Forces are in eV/Å.

As for the structure (SMILES): CCNCC[S-]. Its total charge is -1.


[4]
Below is an isolated ion of composition C4H10NS and charge -1 in a non-equilibrium geometry, with properties calculated with ωB97M-V/def2-TZVPD.

Structure (XYZ):
```
16
Properties=species:S:1:pos:R:3:forces:R:3:mulliken_charge:R:1
S 0.969634 -3.186844 -0.719139 -0.5 0.2 -0.1 -0.659
N -1.270663 0.390100 -0.399499 0.3 -0.1 -1.8 -0.423
C 0.586386 -1.405198 -0.285049 4.3 -1.1 0.3 -0.601
C -0.728825 -0.953839 -0.823141 -0.9 0.3 1.1 -0.523
C -0.698289 0.990826 0.764168 -0.3 -0.5 2.4 -0.348
C 0.704367 1.501486 0.578706 1.4 -1.1 -0.3 -1.076
H -1.317679 1.861340 1.090264 0.0 -0.7 -0.1 0.263
H -0.717205 0.189988 1.622362 0.0 1.6 -1.4 0.260
H 1.165367 2.013902 1.410281 -0.3 0.6 0.3 0.383
H -1.440669 -1.629467 -0.388530 -0.4 -0.8 0.2 0.241
H 1.356856 0.649541 0.413128 0.1 -0.1 0.2 0.265
H -0.848913 -1.123195 -1.908047 0.4 0.5 0.4 0.352
H 0.802112 -1.395020 0.834270 -1.2 0.4 -1.2 0.164
H -1.013342 1.000556 -1.165069 -0.3 0.3 -0.1 0.257
H 1.582539 -0.919500 -0.665843 -2.2 -0.2 0.1 0.138
H 0.868324 2.015325 -0.358863 -0.4 0.8 -0.2 0.306
```
Forces are in eV/Å.

As for the structure (SMILES): CCNCC[S-]. Its total charge is -1.


[5]
Below is an isolated ion of composition C4H10NS and charge -1 in a non-equilibrium geometry, with properties calculated with ωB97M-V/def2-TZVPD.

Structure (XYZ):
```
16
Properties=species:S:1:pos:R:3:forces:R:3:mulliken_charge:R:1
S -0.368831 -3.011789 1.374617 -0.2 0.9 -0.7 -0.715
N 0.572576 0.317923 -0.960637 -0.1 0.9 1.1 -0.446
C -1.332519 0.424026 0.635824 3.1 3.8 -2.7 -1.169
C 1.533343 1.322735 -0.405552 -0.7 1.8 -1.6 -0.871
C -0.549428 -1.868668 -0.138736 1.8 0.1 1.2 -0.934
C -0.080418 -0.384566 0.133916 -2.8 -0.8 0.9 0.248
H 1.271943 2.371393 0.051898 -0.6 -1.7 -1.1 0.224
H 2.114612 1.464249 -1.293676 0.8 1.1 -0.4 0.341
H -0.168170 0.856646 -1.416282 0.4 -0.1 -0.2 0.280
H 2.240847 1.022486 0.304929 0.6 -1.6 1.1 0.359
H 0.312774 -2.080941 -0.761843 -0.5 -1.1 -0.9 0.293
H 0.710073 -0.547623 0.856598 -0.3 0.2 0.7 0.246
H -1.553281 -2.068596 -0.528300 0.4 0.6 -0.4 0.229
H -0.984028 1.666404 0.563456 -1.2 -3.2 0.4 0.172
H -2.192903 0.296280 -0.033831 0.2 -0.1 0.2 0.344
H -1.526590 0.220042 1.617621 -0.9 -0.6 2.5 0.399
```
Forces are in eV/Å.

As for the structure (SMILES): CN[C@@H](C)C[S-]. Its total charge is -1.


[6]
Below is a 2-piece molecular cluster, C4H10NS overall, with properties calculated with ωB97M-V/def2-TZVPD.

Structure (XYZ):
```
16
Properties=species:S:1:pos:R:3:forces:R:3:mulliken_charge:R:1
S -1.429370 -0.135568 -0.287120 -0.5 0.1 0.4 -0.199
N 1.315093 -0.368599 -1.822779 0.4 -0.1 0.1 -0.227
C -1.025075 1.188322 0.856661 0.0 -0.1 0.1 -0.323
C -1.816444 1.164025 2.153478 -0.1 -0.1 0.1 -1.022
C 2.159250 -1.215078 0.267241 -0.3 0.3 0.1 -0.799
C 2.320467 -0.758266 -0.977142 0.2 0.1 0.1 0.266
H 1.561434 0.003466 -2.718257 -0.2 0.1 0.0 0.183
H 0.044917 1.072642 1.058274 0.1 0.1 -0.1 0.290
H -1.589772 0.264858 2.724621 0.0 0.0 0.0 0.295
H 1.164629 -1.179681 0.700762 0.0 -0.4 0.1 0.066
H 0.370776 -0.273920 -1.459844 0.4 0.1 -0.5 -0.045
H 2.981055 -1.540028 0.883302 0.1 0.1 0.0 0.252
H -2.889126 1.167536 1.963064 0.0 0.1 0.0 0.291
H -1.573041 2.023890 2.778903 0.0 0.0 0.0 0.337
H 3.322186 -0.626125 -1.373861 0.0 -0.3 -0.2 0.282
H -1.139666 2.140909 0.336764 0.0 0.0 -0.1 0.352
```
Forces are in eV/Å.

As for the spin multiplicity: 2.


no.,E_tot (eV)
1,-15085.1802
2,-15084.2124
3,-16635.8746
4,-16635.0854
5,-16634.3166
6,-16633.5124